# C83H149N12O13

A 12-piece molecular cluster, C83H149N12O13 overall at a distorted geometry (ωB97M-V/def2-TZVPD, OMol25).

As for the total charge: +9. Its HOMO-LUMO gap is 2.86 eV. The LUMO energy comes out at -17.3 eV.

Element x y z (Å)
C 5.58320 3.18491 4.44176
N 4.86197 1.91219 4.63534
C 5.55807 0.75563 4.65085
C 4.92930 -0.49254 4.79918
C 3.58882 -0.53374 5.21570
C 2.86496 0.68397 5.16614
C 3.53985 1.85174 4.83197
C 2.79489 -1.75476 5.64846
C 1.49653 -2.04518 5.18724
C 0.78417 -3.10378 5.66553
N 1.24428 -3.83906 6.70817
C 2.51715 -3.74763 7.07085
C 3.30615 -2.70400 6.61427
C 0.42243 -4.90251 7.25783
H 5.16996 3.76766 3.61851
H 6.65170 2.96973 4.43082
H 5.63625 3.74759 5.37380
H 6.61012 0.81104 4.41309
H 5.46265 -1.43039 4.75047
H 1.79842 0.70519 5.33472
H 3.05933 2.81253 4.72078
H 1.25666 -1.64278 4.21414
H -0.15398 -3.45596 5.26275
H 2.81685 -4.46542 7.82009
H 4.35685 -2.55896 6.81777
H 0.98677 -5.76869 6.91236
H -0.57074 -5.01191 6.82222
H 0.38038 -4.74451 8.33550
C 5.52282 7.73209 -9.33356
N 5.10901 6.64647 -8.44048
C 5.43674 6.71796 -7.14719
C 5.13010 5.65704 -6.32788
C 4.42788 4.52202 -6.75042
C 3.97242 4.53731 -8.09641
C 4.31257 5.62046 -8.90261
C 3.97828 3.37003 -5.86539
C 4.41370 2.03409 -5.99075
C 3.87684 1.06767 -5.07348
N 2.95871 1.44900 -4.09043
C 2.61594 2.72037 -3.91478
C 3.04952 3.69281 -4.89897
C 2.35439 0.46428 -3.15818
H 5.53403 7.44827 -10.38590
H 6.48461 8.15201 -9.03906
H 4.76114 8.51117 -9.36469
H 6.09371 7.51501 -6.83178
H 5.43615 5.58648 -5.29456
H 3.52205 3.69247 -8.59624
H 3.94667 5.63431 -9.91865
H 4.99739 1.65018 -6.81434
H 3.99925 -0.00527 -5.08843
H 1.95432 2.91839 -3.08446
H 2.53375 4.64167 -4.90422
H 2.58964 -0.53363 -3.52820
H 1.29503 0.68822 -3.03275
H 2.90068 0.52166 -2.21671
C -6.09888 -8.19049 -9.03509
N -5.22553 -7.36884 -8.14222
C -5.67749 -7.05915 -6.90376
C -4.92248 -6.22210 -6.07785
C -3.65264 -5.72893 -6.51530
C -3.23887 -6.07389 -7.84627
C -4.01835 -6.85526 -8.65263
C -2.76380 -4.88304 -5.58533
C -1.34328 -4.94744 -5.78465
C -0.56679 -4.18406 -4.93431
N -1.05269 -3.30249 -4.07601
C -2.43349 -3.08755 -3.99134
C -3.26042 -3.93941 -4.63148
C -0.19944 -2.39031 -3.27432
H -6.77873 -8.75279 -8.39501
H -5.54620 -8.86101 -9.69316
H -6.56897 -7.48268 -9.71782
H -6.65274 -7.43373 -6.62996
H -5.32492 -5.93170 -5.11863
H -2.33127 -5.57965 -8.15995
H -3.82106 -7.09414 -9.68723
H -0.82745 -5.62539 -6.44850
H 0.49855 -4.29123 -5.07561
H -2.72643 -2.22104 -3.41712
H -4.32814 -3.81733 -4.52430
H -0.13055 -1.46387 -3.84447
H 0.71007 -2.95022 -3.05663
H -0.70601 -1.99221 -2.39512
C 0.20570 9.43857 4.38901
C -1.23390 8.87977 4.38255
C -1.58670 8.39498 2.93246
N -2.96932 7.79557 2.67957
C -4.10361 8.77128 2.88407
C -3.15937 6.42068 3.41067
C -4.05966 5.61696 2.51330
C -4.00258 6.16470 1.05057
C -2.91738 7.24205 1.19482
H 0.19944 10.21847 3.62755
H 0.98952 8.71897 4.15262
H 0.47577 9.89331 5.34210
H -1.96715 9.53770 4.84898
H -1.26401 7.92305 4.90398
H -0.83219 7.69517 2.57319
H -1.50005 9.22258 2.22842
H -3.93642 9.62287 2.22456
H -4.01335 9.25917 3.85460
H -5.09432 8.34863 2.71691
H -3.48184 6.68966 4.41653
H -2.20372 5.93053 3.59664
H -5.04656 5.78860 2.94303
H -3.87852 4.54561 2.60000
H -4.91786 6.68355 0.76570
H -3.68389 5.49366 0.25292
H -2.99722 8.12426 0.55966
H -1.95162 6.79165 0.96558
C 5.84848 -8.99972 7.36605
C 5.95891 -8.28663 5.99213
C 4.67308 -7.52459 5.55898
N 4.62112 -7.12682 4.04885
C 4.65877 -8.33277 3.11658
C 5.81775 -6.12336 3.66734
C 5.17657 -4.78022 3.53863
C 3.76912 -5.05283 2.96382
C 3.32166 -6.28754 3.77446
H 6.66294 -9.72302 7.32591
H 4.92678 -9.58145 7.35348
H 5.82149 -8.33485 8.22936
H 6.03542 -9.04592 5.21384
H 6.83635 -7.64941 5.88184
H 4.47533 -6.65150 6.18084
H 3.76257 -8.06286 5.82233
H 4.00956 -9.13525 3.46681
H 5.70503 -8.62782 3.03662
H 4.43793 -8.03966 2.09022
H 6.26627 -6.42222 2.71992
H 6.57267 -6.05908 4.45096
H 5.74573 -4.13264 2.87170
H 5.18618 -4.43298 4.57179
H 3.85929 -5.14893 1.88182
H 2.99505 -4.29561 3.08849
H 2.59774 -6.89990 3.23683
H 2.93202 -5.95143 4.73535
C 1.38395 -2.36813 0.58598
C 0.22451 -1.47489 1.03945
C -0.03307 -0.13741 0.26154
N -0.91165 0.93306 0.93833
C -2.23102 0.29348 1.48317
C -1.15922 2.15909 -0.07294
C -1.60342 3.29669 0.91287
C -0.97063 2.92549 2.26699
C -0.26643 1.61232 2.13594
H 2.11328 -1.93535 -0.09877
H 0.96300 -3.30637 0.22459
H 1.96413 -2.76100 1.42092
H 0.58439 -1.25863 2.04534
H -0.66934 -2.07983 1.19168
H -0.53530 -0.37390 -0.67652
H 0.93734 0.29271 0.01370
H -2.77452 -0.13127 0.63919
H -2.86654 1.11157 1.82219
H -1.99354 -0.49903 2.19284
H -1.91747 1.76781 -0.75120
H -0.32002 2.37891 -0.73287
H -2.67402 3.49300 0.97083
H -1.06634 4.17237 0.54838
H -1.74270 2.86077 3.03370
H -0.31819 3.72436 2.61946
H -0.27091 0.93026 2.98616
H 0.75294 1.68665 1.75715
C -7.69243 -3.28060 2.73835
C -6.66680 -2.82530 1.78933
C -6.29817 -4.05047 0.91629
N -5.68132 -3.75498 -0.45797
C -6.78505 -3.12528 -1.37441
C -5.17791 -5.01600 -1.10838
C -3.73058 -5.14313 -0.59303
C -3.24886 -3.79472 -0.10087
C -4.40572 -2.83766 -0.31873
H -7.45753 -4.23413 3.21133
H -8.51232 -3.60823 2.09918
H -8.00986 -2.56337 3.49527
H -5.79924 -2.43036 2.31796
H -7.06186 -1.93914 1.29258
H -7.15690 -4.70361 0.76111
H -5.53950 -4.60010 1.47346
H -7.52639 -3.91843 -1.47136
H -6.26413 -2.94127 -2.31403
H -7.20574 -2.18504 -1.01796
H -5.21109 -4.79941 -2.17613
H -5.92083 -5.79550 -0.93942
H -3.08964 -5.49046 -1.40337
H -3.66136 -5.77735 0.29076
H -2.46216 -3.44614 -0.76996
H -2.89702 -3.81965 0.93048
H -4.20734 -2.55475 -1.35251
H -4.45740 -2.03506 0.41698
C 5.15614 -2.03111 -1.49812
O 6.20983 -1.74169 -0.57478
C 5.83520 -1.39023 0.78550
C 5.00760 -0.04750 0.80429
N 5.95631 1.14158 0.53339
H 5.53049 1.99026 0.87765
H 6.72802 0.89041 1.13462
C 6.20578 1.31607 -0.93247
C 7.14036 2.49321 -1.24505
O 8.33397 2.41757 -0.53267
C 9.42398 3.20756 -1.08804
H 4.37472 -2.55142 -0.94427
H 5.64939 -2.67943 -2.22234
H 4.70397 -1.17289 -1.99523
H 6.79696 -1.35990 1.29755
H 5.15280 -2.12278 1.21656
H 4.56068 0.10842 1.78616
H 4.08725 -0.01714 0.22107
H 5.29263 1.29069 -1.52711
H 6.88474 0.46961 -1.03557
H 6.74479 3.50026 -1.11283
H 7.32647 2.47946 -2.31896
H 9.10513 4.24601 -1.17775
H 9.72160 2.92480 -2.09777
H 10.35036 3.21316 -0.51369
C -5.97434 1.48188 2.82320
O -5.67851 2.05657 1.62159
C -5.51058 1.15359 0.49027
C -6.87112 1.04746 -0.13156
N -7.11209 2.31582 -0.99291
H -6.41405 2.22016 -1.71658
H -7.99629 2.14111 -1.44872
C -7.06961 3.69037 -0.32185
C -7.11513 4.71317 -1.42268
O -6.18085 4.48068 -2.54076
C -4.86703 5.10798 -2.50885
H -5.18066 0.83987 3.20528
H -6.93246 0.96357 2.78497
H -6.09033 2.23953 3.59821
H -4.96883 0.25579 0.78786
H -4.75419 1.64966 -0.11791
H -7.69196 0.95093 0.57907
H -6.97898 0.25880 -0.87619
H -6.16546 3.87554 0.25810
H -7.96651 3.81440 0.28501
H -7.03617 5.71881 -1.00968
H -8.11686 4.65129 -1.84790
H -4.56101 5.53376 -3.46444
H -4.08730 4.46745 -2.09674
H -4.91099 5.85505 -1.71634
O -3.03337 0.27752 -2.72879
C -4.35029 0.21822 -2.93596
O -4.86549 -0.87534 -3.15553
O -4.99897 1.25418 -2.86258
H -3.06032 1.23491 -2.66343
O 2.08397 4.23480 1.27942
C 2.76378 3.18877 0.83936
O 3.81139 2.82004 1.40826
O 2.32892 2.65072 -0.19497
H 1.59223 4.08187 0.46923
O -1.16567 4.96201 -2.29975
C -0.99104 4.36640 -3.47007
O -0.08962 4.82556 -4.20730
O -1.68389 3.37061 -3.78640
H -1.77680 4.26300 -2.05581